Here is C32H23Cl2IN10O2V as an isolated structure in a non-equilibrium geometry from OMol25. Energies are from ωB97M-V/def2-TZVPD.

Element x y z (Å)
V: 0.15306 0.47404 -0.10463
O: -0.87947 3.22184 2.62254
C: -0.31852 2.48630 1.80807
N: -0.77741 1.35266 1.27285
C: -2.03975 0.84676 1.72812
C: -2.94189 0.64601 0.54245
C: -4.32775 0.72646 0.62907
C: -5.07802 0.55885 -0.52048
C: -4.42465 0.34035 -1.72417
C: -3.04207 0.27617 -1.71708
N: -2.33059 0.40975 -0.61116
C: 1.01619 2.78473 1.22421
C: 1.75694 3.90945 1.56163
C: 2.92038 4.18492 0.86853
C: 3.28655 3.31670 -0.16535
C: 2.50829 2.21214 -0.42933
N: 1.40036 1.91612 0.26279
H: -1.87535 -0.13731 2.19993
H: -2.48108 1.52328 2.47580
H: -4.80201 0.92215 1.57648
H: -6.15654 0.59821 -0.47998
H: -4.97247 0.21615 -2.64454
H: -2.48653 0.08853 -2.62790
H: 1.37807 4.54252 2.34942
H: 3.51776 5.05527 1.09379
H: 4.15827 3.52457 -0.76819
H: 2.77091 1.53684 -1.23960
Cl: 2.10198 -2.68817 2.43918
C: 0.46349 -3.04122 2.02341
C: -0.08899 -4.18288 2.58667
C: -1.31928 -4.63761 2.17413
Cl: -1.98896 -6.04571 2.92522
C: -1.97087 -4.02243 1.08796
C: -3.13223 -4.53174 0.47650
C: -3.63068 -3.91027 -0.64041
C: -2.95812 -2.79351 -1.14294
N: -1.89612 -2.26694 -0.57599
C: -1.40674 -2.83527 0.53198
C: -0.22490 -2.21487 1.10550
O: 0.13058 -1.03859 0.76231
H: 0.46593 -4.70922 3.34813
H: -3.59906 -5.41322 0.88949
H: -4.51296 -4.27654 -1.14064
H: -3.29471 -2.30780 -2.04981
N: 1.26229 -1.94357 -3.42554
C: 1.39818 -1.80601 -2.08916
N: 0.97508 -0.61857 -1.73474
C: 0.55957 -0.03970 -2.90179
N: 0.72866 -0.82795 -3.95159
C: 0.00818 1.27708 -2.82671
C: -0.23821 2.08854 -3.93177
N: -0.70413 3.31590 -3.82519
C: -0.93324 3.74170 -2.56849
C: -0.71398 2.95741 -1.46211
N: -0.22927 1.70641 -1.54932
H: 1.49350 -2.71850 -4.02812
H: 1.78404 -2.55956 -1.42948
H: -0.03196 1.71356 -4.92499
H: -1.29786 4.75412 -2.47400
H: -0.93256 3.32764 -0.46826
I: 1.47471 0.44830 3.62611
C: 3.16685 0.13463 2.40453
C: 4.42869 0.20119 2.97904
C: 5.51914 -0.04068 2.16066
C: 5.30483 -0.35068 0.82407
C: 3.99659 -0.40764 0.37042
N: 2.95076 -0.15754 1.14296
H: 4.53898 0.41611 4.03095
H: 6.52012 -0.00381 2.56621
H: 6.13123 -0.54371 0.15529
H: 3.76881 -0.68214 -0.65294

As for the total charge: 0. For the LUMO energy (alpha / beta), the calculation gives 0.005 / -0.044 eV. As for the multiplicity: 2. Its molar mass is 828.4 g/mol. The calculation puts the relative energy (zero: lowest compared OMol25 entry of this formula, charge and spin) at 0.084 eV.

=====

Here is C32H23ClN9O4SSc as an isolated structure from OMol25. Energies are from ωB97M-V/def2-TZVPD.

Element x y z (Å)
Sc: 0.10496 -0.70272 -0.10248
O: -2.92458 -0.43751 4.99576
C: -2.41118 0.77136 4.76962
O: -2.47214 1.65781 5.56833
C: -1.72461 0.98778 3.45566
C: -1.22903 2.21434 3.01528
Cl: -1.19847 3.72313 3.76035
N: -0.67846 2.03835 1.78976
N: -0.76557 0.74297 1.42628
C: -1.41127 0.12120 2.40356
C: -1.63222 -1.33171 2.16986
O: -2.36013 -2.01617 2.84085
O: -0.94663 -1.77439 1.11902
C: -0.18217 3.00022 0.84771
C: 1.00490 2.72370 0.19434
C: 1.47357 3.59264 -0.77860
C: 0.74926 4.73975 -1.08233
C: -0.43351 5.00810 -0.40971
C: -0.91493 4.13565 0.55954
H: -2.81291 -1.04523 4.23869
H: 1.59259 1.86802 0.49318
H: 2.41219 3.39907 -1.28202
H: 1.11449 5.42700 -1.83274
H: -0.99614 5.90288 -0.63850
H: -1.84898 4.34263 1.06485
C: -3.90155 2.17565 -1.28893
N: -3.80231 0.71702 -1.36882
C: -4.86678 -0.15616 -1.25526
C: -4.38041 -1.40030 -1.39829
N: -3.00795 -1.27987 -1.61008
C: -2.66886 0.03749 -1.57871
S: -1.14446 0.79228 -1.79995
C: -2.16235 -2.39502 -1.87503
C: -2.71512 -3.52382 -2.46164
C: -1.91261 -4.63395 -2.63746
C: -0.58480 -4.58010 -2.23548
C: -0.12351 -3.40045 -1.69580
N: -0.88668 -2.30949 -1.51919
H: -4.91742 2.42292 -0.99611
H: -3.67858 2.61533 -2.25806
H: -3.19706 2.54063 -0.54486
H: -5.86807 0.18888 -1.06901
H: -4.87112 -2.35256 -1.32886
H: -3.74196 -3.53070 -2.79390
H: -2.32124 -5.52821 -3.08763
H: 0.07894 -5.42501 -2.34250
H: 0.91132 -3.32270 -1.39103
N: 5.71809 -1.01480 5.18346
C: 4.90295 -0.97222 4.37758
C: 3.88354 -0.91772 3.36341
C: 4.08416 -0.17924 2.20203
C: 3.08048 -0.15857 1.25709
N: 1.90894 -0.80234 1.40872
C: 1.73851 -1.52655 2.52893
C: 2.69208 -1.61102 3.52619
H: 5.00217 0.36603 2.03679
H: 3.22619 0.39156 0.33769
H: 0.80648 -2.06448 2.62356
H: 2.50396 -2.20552 4.40861
N: 3.30691 2.17283 -5.04294
C: 3.24437 1.28856 -4.31484
C: 3.16963 0.20758 -3.36922
C: 4.15063 -0.77110 -3.28176
C: 4.01479 -1.75583 -2.31537
C: 2.91736 -1.72051 -1.47842
N: 1.95117 -0.78890 -1.57199
C: 2.07974 0.15629 -2.50778
H: 5.00031 -0.75313 -3.95124
H: 4.75453 -2.53494 -2.20001
H: 2.81277 -2.45126 -0.68503
H: 1.30379 0.90458 -2.58512

As for the total charge: +2. For the LUMO energy, the calculation gives -6.306 eV. As for the multiplicity: 1. Its molar mass is 710.1 g/mol. The calculation puts the relative energy (zero: lowest compared OMol25 entry of this formula, charge and spin) at 0.021 eV.

=====

Here is C32H23CrN2O3 as an isolated structure in a non-equilibrium geometry from OMol25. Energies are from ωB97M-V/def2-TZVPD.

Element x y z (Å)
O: -4.38304 -2.08780 1.63794
C: -4.43855 -1.51080 0.62282
Cr: -4.35920 -0.08490 -0.66927
C: -2.82668 0.17523 0.40424
O: -1.99656 0.28225 1.22829
C: -5.07903 0.90991 0.78939
O: -5.29662 1.31829 1.85902
C: -6.03782 -0.20409 -2.09219
C: -5.23114 -1.33398 -2.27605
C: -3.85296 -1.17670 -2.42153
C: -3.27659 0.11346 -2.44199
C: -1.83300 0.25510 -2.34252
C: -0.73933 0.49377 -1.83630
C: 0.60510 0.56839 -1.55930
C: 1.01176 1.77405 -0.87025
C: 0.07236 2.84330 -0.77017
C: 0.39076 4.02737 -0.11768
C: 1.64234 4.14786 0.49910
C: 2.61917 3.16744 0.30608
C: 2.31890 2.03421 -0.43502
C: 1.42289 -0.41946 -2.24578
C: 0.88764 -1.04267 -3.41596
C: 1.67250 -1.79636 -4.28315
C: 3.02346 -1.99435 -3.98232
C: 3.57040 -1.40335 -2.82840
C: 2.75736 -0.71667 -1.91437
C: -4.11359 1.24673 -2.26174
C: -5.49984 1.08554 -2.17509
H: -7.10874 -0.32373 -1.93296
H: -5.65598 -2.33663 -2.28297
H: -3.17111 -2.02760 -2.46998
H: -0.90126 2.75187 -1.25928
H: -0.33205 4.85483 -0.08720
H: 1.89741 5.06370 1.03884
H: 3.62448 3.29540 0.71655
H: 3.13019 1.37373 -0.70796
H: -0.16273 -0.87214 -3.66907
H: 1.23110 -2.21888 -5.20109
H: 3.65769 -2.55268 -4.69480
H: 4.64733 -1.49926 -2.64521
H: 3.12497 -0.43578 -0.91783
H: -3.62246 2.21552 -2.14842
H: -6.14363 1.96244 -2.12985
C: 0.67344 -3.10837 3.90845
N: 1.28710 -2.01357 3.14594
C: 0.88624 -1.59354 1.89861
N: 1.63409 -0.58487 1.43838
C: 2.55231 -0.29565 2.42092
C: 2.36433 -1.19039 3.51913
C: 3.14679 -1.13047 4.66171
C: 4.16102 -0.15197 4.72646
C: 4.34884 0.73936 3.65612
C: 3.55003 0.67178 2.50099
H: 1.17740 -3.23319 4.86925
H: -0.38759 -2.89702 4.08714
H: 0.74294 -4.04717 3.34685
H: 0.05718 -2.04942 1.37876
H: 2.97151 -1.82719 5.48038
H: 4.81006 -0.06882 5.59859
H: 5.12548 1.50931 3.69799
H: 3.65290 1.34866 1.64776

As for the total charge: +2. For the LUMO energy (alpha / beta), the calculation gives -5.653 / -9.411 eV. As for the multiplicity: 4. Its molar mass is 535.5 g/mol. The calculation puts the relative energy (zero: lowest compared OMol25 entry of this formula, charge and spin) at 1.086 eV.